1.
ORCA calculation (ωB97M-V with the def2-TZVPD basis set) on C3H3N3O2 in the gas phase in a non-equilibrium geometry.

```
11
Properties=species:S:1:pos:R:3
C -2.204 -0.196 -0.054
C 0.221 -0.160 -0.195
C 0.718 1.070 0.029
H -3.044 -0.781 0.487
H 0.204 2.073 -0.049
H 1.290 -2.001 0.237
N 2.130 1.018 0.087
N 2.546 -0.192 -0.127
N 1.255 -0.932 -0.265
O -2.187 0.953 -0.227
O -0.931 -0.853 0.077
```

Calculated values
E_LUMO (eV): 0.3
Energy relative to the best compared isomer or geometry (same formula, charge and spin) (kcal per mole): 101.8
Orbital gap (eV): 9.887

***

2.
ORCA calculation (ωB97M-V with the def2-TZVPD basis set) on C3H3N3O2 in the gas phase in a non-equilibrium geometry.

```
11
Properties=species:S:1:pos:R:3
C -0.319 0.879 -0.739
C 0.649 -1.350 0.735
C -0.480 1.362 0.521
N -0.481 0.040 -1.675
N -0.216 -1.210 -1.471
N 0.215 -1.872 -0.281
O 1.175 -1.200 1.775
O 0.493 1.932 1.265
H -1.423 1.476 1.010
H -0.936 -1.812 -1.872
H 1.321 1.755 0.733
```

Calculated values
E_LUMO (eV): 0.2
Energy relative to the best compared isomer or geometry (same formula, charge and spin) (kcal per mole): 132.5
Orbital gap (eV): 9.028

***

3.
ORCA calculation (ωB97M-V with the def2-TZVPD basis set) on C3H3N3O2 in the gas phase in a non-equilibrium geometry.

```
11
Properties=species:S:1:pos:R:3
C 2.461 -0.112 0.108
C -1.163 -1.426 -0.132
C -0.901 0.732 -0.092
H 2.006 -1.086 0.403
H 3.348 0.572 0.123
H -1.691 -2.442 0.100
N 1.532 0.694 -0.168
N 0.407 0.105 -0.176
N -1.817 -0.270 0.051
O 0.252 -1.356 0.115
O -1.115 1.867 0.150
```

Calculated values
E_LUMO (eV): -0.7
Energy relative to the best compared isomer or geometry (same formula, charge and spin) (kcal per mole): 143.9
Orbital gap (eV): 8.824

***

4.
ORCA calculation (ωB97M-V with the def2-TZVPD basis set) on C3H3N3O2 in the gas phase in a non-equilibrium geometry.

```
11
Properties=species:S:1:pos:R:3
C 0.515 0.002 -0.492
C 1.003 0.718 1.555
C -0.501 -0.491 0.645
H -0.343 0.032 -3.517
H 1.421 1.338 2.253
H -2.036 -1.252 1.176
N 0.401 0.358 -1.739
N -0.100 0.198 1.927
N -1.399 -1.260 0.335
O -0.421 -0.372 -2.506
O 1.460 0.728 0.364
```

Calculated values
E_LUMO (eV): 0.1
Energy relative to the best compared isomer or geometry (same formula, charge and spin) (kcal per mole): 120.3
Orbital gap (eV): 9.807

***

5.
ORCA calculation (ωB97M-V with the def2-TZVPD basis set) on C3H3N3O2 in the gas phase in a non-equilibrium geometry.

```
11
Properties=species:S:1:pos:R:3
C -2.260 -0.254 -0.048
C 1.871 0.647 -0.053
C 1.318 -0.722 -0.113
H -3.226 -0.742 0.512
H -2.274 0.806 -0.273
H 3.089 0.631 0.296
N -1.176 -0.909 0.031
N 0.010 -0.328 -0.288
N 1.015 1.595 0.060
O -0.155 1.104 -0.113
O 1.788 -1.826 -0.011
```

Calculated values
E_LUMO (eV): -0.2
Energy relative to the best compared isomer or geometry (same formula, charge and spin) (kcal per mole): 158.6
Orbital gap (eV): 9.945

***

6.
ORCA calculation (ωB97M-V with the def2-TZVPD basis set) on C3H3N3O3 in the gas phase in a non-equilibrium geometry.

```
12
Properties=species:S:1:pos:R:3
C -1.965 -0.159 0.012
C 0.610 1.210 -0.363
C 0.913 -1.087 0.425
H 1.151 2.070 -0.884
H 2.308 0.006 -0.880
H 1.715 -1.517 1.109
N -0.607 1.521 0.197
N 1.340 0.151 -0.083
N -0.173 -1.690 0.231
O -3.100 -0.110 -0.207
O -1.197 0.577 1.025
O -0.995 -0.970 -0.581
```

Calculated values
E_LUMO (eV): -0.3
Energy relative to the best compared isomer or geometry (same formula, charge and spin) (kcal per mole): 168.5
Orbital gap (eV): 9.107